Entry 1:
30
Properties=species:S:1:pos:R:3:forces:R:3:mulliken_charge:R:1 method="wB97M-V/def2-TZVPD" largest_force_ev_per_a=3.1 homo_energy_ev=-12.4 total_charge=+1
C 0.2185 0.6767 3.1078 -0.38 -0.72 0.37 -0.7778
C -0.9997 0.4167 2.5636 0.93 0.59 0.03 -0.1657
N -1.4357 -0.9352 2.1204 -0.40 0.98 2.23 -0.2124
P -0.7274 -1.5504 0.5303 -1.39 -1.99 -1.95 -0.1142
C 0.8141 -2.4938 0.8412 0.39 0.85 1.03 -0.4242
C 1.6867 -2.1020 2.0407 0.16 -0.31 -0.17 -1.0662
C -0.4680 -0.1591 -0.6152 0.85 0.60 0.97 -0.4144
C 0.6028 0.8945 -0.2910 -0.32 0.22 -0.37 -0.8272
H 0.9534 1.2883 2.5947 -0.75 1.72 0.88 0.3284
H 0.5202 0.2523 4.0645 0.77 -1.50 -0.87 0.3349
H -1.7388 1.2065 2.4836 0.24 0.09 -1.88 0.3426
H -2.4396 -0.8776 1.9437 -0.04 -0.26 -0.10 0.4203
H -1.3352 -1.6466 2.8569 0.20 -0.16 -0.19 0.3722
H 1.3856 -2.4372 -0.0858 -0.11 0.05 -0.16 0.3767
H 0.4923 -3.5219 0.9829 -0.11 -0.08 -0.21 0.4293
H 2.0499 -1.0799 1.9988 -0.11 0.12 0.06 0.2187
H 1.1443 -2.2839 2.9670 0.04 0.21 0.15 0.2816
H 2.5663 -2.7417 2.0827 0.02 -0.09 -0.06 0.3907
H -1.4512 0.2735 -0.7945 -0.05 0.07 -0.05 0.4035
H -0.1812 -0.6579 -1.5443 -0.16 -0.39 0.05 0.4007
H 1.0433 1.2392 -1.2216 0.14 0.02 0.05 0.2936
H 0.1493 1.7707 0.1667 0.09 -0.01 0.26 0.2947
H 1.3968 0.5005 0.3379 0.04 0.00 0.07 0.1089
C -1.0435 1.9369 -4.6489 0.04 -0.13 -0.14 -0.7403
N -0.0503 2.0627 -3.5466 -0.03 -0.01 -0.18 0.8523
O 0.8249 1.2220 -3.4681 -0.01 -0.10 -0.05 -0.5205
O -0.1776 3.0009 -2.7931 -0.05 0.06 0.13 -0.4874
H -0.7980 1.0578 -5.2319 0.05 -0.01 0.02 0.3201
H -2.0252 1.8489 -4.1936 -0.01 0.11 0.01 0.2841
H -0.9768 2.8390 -5.2488 -0.05 0.05 0.06 0.2968



Entry 2:
28
Properties=species:S:1:pos:R:3:forces:R:3:mulliken_charge:R:1 method="wB97M-V/def2-TZVPD" largest_force_ev_per_a=3.7 homo_energy_ev=-11.7 total_charge=+1
C -3.1706 1.6530 -0.1234 0.77 1.59 -0.91 -0.8052
C -1.8294 1.8516 -0.0442 -1.69 -0.77 -0.92 -0.6688
C -2.1792 -1.5164 0.4958 -0.88 -2.15 2.79 -1.3291
C 4.2545 -0.2071 -0.1516 -1.73 1.19 -0.81 -0.8960
C -0.8710 0.7945 -0.6086 -1.02 0.75 -0.12 -0.4232
C -1.1718 -0.7045 1.2800 -3.21 -0.78 0.59 -0.5928
C 1.0236 -0.6028 0.1066 3.52 0.92 0.41 -0.6862
N 0.9880 -1.2835 -1.1408 2.37 -1.01 1.26 -0.5318
N -0.2133 0.0765 0.5128 0.17 0.35 0.85 0.2147
P 3.0238 1.0129 0.4482 -1.74 0.01 -1.98 0.1461
H -3.8290 2.4387 0.2288 0.12 0.09 0.25 0.2974
H -3.7259 1.0129 -0.8231 0.74 -0.67 0.76 0.2981
H -1.4674 2.8619 0.2530 0.03 -1.18 0.32 0.3818
H -2.4326 -2.5022 1.1030 0.34 2.14 -1.32 0.2909
H -3.0550 -0.9050 0.3724 -0.64 -0.10 0.20 0.3644
H -1.9430 -1.7931 -0.4668 1.12 -0.99 -2.03 0.4425
H 4.5391 -0.7921 0.6612 1.15 -1.12 0.90 0.3311
H 4.9631 0.3299 -0.7480 1.09 0.21 0.38 0.4033
H 3.7385 -0.7445 -0.9210 -0.25 -0.98 -0.35 0.1889
H -0.0603 1.3260 -1.0885 0.13 -0.18 -0.68 0.5687
H -1.4005 -0.0074 -1.2371 0.97 1.56 0.76 0.4171
H -0.6268 -1.2248 2.0294 0.44 -0.67 0.47 0.5997
H -1.9105 -0.0276 1.7960 1.60 0.04 -0.11 0.4132
H 1.5185 -1.1960 0.8988 -1.08 0.17 -0.33 0.5441
H 2.0029 -1.5655 -1.3638 -2.07 0.00 0.66 0.3079
H 0.8091 -0.6582 -1.8672 -0.75 1.27 -1.56 0.2823
H -0.0305 0.6916 1.3153 1.06 0.81 -1.03 0.3927
H 3.0558 1.6811 -0.9170 -0.54 -0.51 1.54 0.0483



Entry 3:
31
Properties=species:S:1:pos:R:3:forces:R:3:mulliken_charge:R:1 method="wB97M-V/def2-TZVPD" largest_force_ev_per_a=5.5 homo_energy_ev=-12.4 total_charge=+1
C -2.8625 -2.8552 0.4126 2.22 1.94 0.58 0.6484
C 1.8596 3.7920 -0.4340 -0.48 -0.95 0.97 -1.2211
C 1.8111 -0.7464 -1.1129 1.01 -0.35 5.40 -0.9004
C 1.3363 -0.7748 1.3909 -0.11 -1.75 1.07 -1.0038
C 1.7014 1.3840 0.3519 -0.35 1.97 2.53 -0.5743
C -0.0669 2.3645 -1.1506 -1.43 1.08 -0.82 -0.9588
C 1.0401 2.4764 -0.4502 0.96 0.71 -1.83 1.0261
N -3.0846 -2.2462 -0.7235 -0.82 -2.59 1.27 -0.5419
N -3.5157 -3.9347 0.8361 -0.58 0.03 -2.51 -0.3594
N 1.1736 0.0377 0.2081 0.09 -1.17 -3.90 0.2740
O -1.8495 -2.4794 1.3130 -1.85 -1.25 -0.58 -0.4860
O -1.5240 -0.3665 -0.1857 -0.61 0.61 -0.85 -0.8716
S -2.4379 -0.9127 -1.2946 2.26 -0.71 0.87 0.3620
H 2.8715 3.6183 -0.8522 -0.44 0.04 0.54 0.2854
H 1.4520 4.7071 -0.9468 -0.07 -1.26 0.73 0.3506
H 1.8618 3.8562 0.6822 0.84 1.26 -0.73 0.3163
H 2.9313 -0.8737 -0.8620 -1.92 -0.02 -0.33 0.3439
H 1.2336 -1.6684 -1.0590 0.30 0.09 -0.75 0.3474
H 1.7083 -0.0895 -1.8804 -0.65 1.47 -2.49 0.4055
H 0.6315 -0.2958 2.0569 0.04 -0.50 0.88 0.4819
H 1.1752 -1.9357 1.3357 -0.14 2.42 -0.52 0.2635
H 2.3512 -0.6437 1.7352 0.24 0.08 0.33 0.3842
H 2.7772 1.4022 0.2485 0.32 -0.18 -0.20 0.3863
H 1.5072 1.7336 1.4518 0.42 -0.87 -1.60 0.4376
H -0.5430 3.2326 -1.6548 0.88 -0.39 0.36 0.2580
H -0.7183 1.5276 -1.2725 0.10 -0.81 0.38 -0.0619
H -1.6236 -1.5528 1.1698 -0.09 0.38 -0.55 0.4876
H -4.1363 -4.3403 0.1420 0.03 0.06 0.48 0.2594
H -3.5894 -4.2268 1.7700 0.34 -0.15 1.14 0.2231
H 0.1473 0.1623 0.0061 0.43 -0.67 -0.13 0.2751
H -3.6185 -0.3519 -1.2315 -0.97 1.49 0.27 0.1628